DFT (ωB97M-V/def2-TZVPD) results for C22H44Cl22 as an isolated structure in a non-equilibrium geometry.

Summary:
**LUMO level**: 0.10 eV
**Energy**: -298987.515 eV
**ΔE to the lowest compared entry with this formula, charge and spin**: 858.1 kcal per mole
**Orbital gap**: 8.9 eV

```
! RIJCOSX wB97M-V def2-TZVPD def2/J DEFGRID3
* xyz 0 1
Cl -1.6189 -2.4249 3.9653
C 0.0456 -2.0658 4.4560
C 0.4409 -0.6648 3.9800
Cl 2.0530 -0.1198 4.6332
H 0.6292 -2.8507 3.9750
H 0.1747 -2.1852 5.5317
H -0.3024 0.0425 4.3479
H 0.4929 -0.5608 2.8962
Cl -3.5292 0.2315 4.1599
C -3.0835 -0.2344 2.4561
C -3.4377 0.9133 1.4745
Cl -3.3611 0.3803 -0.2409
H -3.5453 -1.1631 2.1208
H -2.0320 -0.5209 2.4743
H -2.7540 1.7525 1.6030
H -4.4727 1.2274 1.6096
Cl -0.5898 -2.1705 -4.3173
C 0.4686 -2.5829 -2.9704
C 1.2641 -3.9603 -3.1448
Cl 2.6399 -3.9063 -4.3548
H -0.1478 -2.5652 -2.0716
H 1.1046 -1.6977 -2.9702
H 0.6290 -4.8185 -3.3646
H 1.7807 -4.0626 -2.1905
Cl -1.3876 4.2263 -2.2950
C -2.2906 3.0822 -1.2191
C -1.5157 3.0683 0.1601
Cl 0.1168 2.4372 -0.1107
H -2.3311 2.0701 -1.6218
H -3.3046 3.4760 -1.1487
H -1.9848 2.5803 1.0144
H -1.3585 4.0928 0.4972
Cl 0.9337 -3.1454 2.1704
C 2.1303 -2.2338 1.3286
C 3.2167 -1.6527 2.2681
Cl 3.8985 -2.9441 3.2697
H 1.6099 -1.4199 0.8237
H 2.5931 -2.8814 0.5840
H 2.7900 -0.8161 2.8214
H 4.0354 -1.3290 1.6255
Cl -0.1224 0.7444 -2.1451
C -0.6792 -0.4129 -0.8423
C -0.0819 0.0111 0.5802
Cl -0.7567 -1.1376 1.7412
H -0.3179 -1.3943 -1.1497
H -1.7662 -0.3746 -0.7711
H -0.2986 1.0269 0.9109
H 0.9986 -0.1312 0.5971
Cl 2.0320 0.1461 1.7801
C 2.5853 1.7947 2.0136
C 2.0807 2.6923 0.8892
Cl 2.7010 2.1845 -0.7435
H 3.6716 1.7066 2.0304
H 2.2497 2.1401 2.9915
H 2.2178 3.7720 0.9491
H 1.0151 2.4652 0.8573
Cl -1.3073 2.0109 -5.4308
C -0.5210 0.8690 -4.3919
C 0.8554 0.4848 -4.9803
Cl 0.6836 -0.4276 -6.4238
H -1.2030 0.0371 -4.2161
H -0.5033 1.3949 -3.4374
H 1.3235 -0.2434 -4.3179
H 1.5172 1.3484 -5.0449
Cl -0.3179 1.4149 2.1423
C -1.1343 2.2520 3.5195
C -0.0571 2.9389 4.3667
Cl 0.8054 4.2351 3.5280
H -1.6467 1.4604 4.0663
H -1.8302 2.9302 3.0259
H 0.6650 2.2288 4.7697
H -0.6370 3.3441 5.1959
Cl 3.2121 -0.6458 -3.8179
C 2.5594 0.2147 -2.4100
C 2.8269 -0.5741 -1.1797
Cl 1.6778 -1.9432 -0.9555
H 1.4909 0.3669 -2.5626
H 3.0203 1.1934 -2.2766
H 2.8369 0.0213 -0.2667
H 3.7894 -1.0636 -1.0311
Cl -3.7834 0.2007 -3.1339
C -3.1828 -1.4774 -3.3967
C -2.5381 -2.0899 -2.1351
Cl -3.7862 -2.2976 -0.9630
H -2.5354 -1.4456 -4.2730
H -3.9776 -2.1442 -3.7313
H -1.7680 -1.3751 -1.8452
H -2.0639 -3.0559 -2.3085
*
```